The molecule C16H24FNO4S at a distorted geometry, computed with the ωB97M-V functional and the def2-TZVPD basis.

total charge: 0
HOMO-LUMO gap: 0.344 Ha
structure (SMILES): C[C@@H](F)[C@@H]1[C@@H](CCCNCc2ccccc2O)CCOS1(=O)=O
calculated total energy: -1477.8001 a.u.

Each line ends with the Löwdin charge.
Positions of all 47 atoms, in Å:
C 2.97783 -2.36273 -0.20773  -0.02
C 3.38561 -0.88070 -0.19612  -0.33
F 3.91628 -0.57992 -1.44681  -0.01
C 2.15925 0.01744 0.14241  -0.23
C 1.90906 1.12464 -0.90920  -0.28
C 1.27108 0.63665 -2.24090  -0.14
C 0.34624 -0.58751 -2.15009  -0.16
C -0.85819 -0.44191 -1.20039  -0.23
N -2.03536 0.11056 -1.85034  -0.05
C -3.04217 0.62630 -0.89771  -0.15
C -3.10543 -0.13098 0.42285  -0.19
C -2.79529 0.54804 1.57390  -0.04
C -2.80386 -0.11977 2.78343  -0.09
C -3.12509 -1.44440 2.81366  -0.10
C -3.44559 -2.14573 1.67533  -0.02
C -3.43176 -1.47069 0.47982  -0.30
O -3.71030 -2.08026 -0.72283  0.05
C 1.11556 2.35151 -0.38371  -0.13
C 1.76526 3.04798 0.83992  -0.20
O 2.89383 2.32315 1.36743  -0.20
S 2.40052 0.84367 1.73675  0.66
O 1.12960 0.87829 2.39688  -0.26
O 3.38133 0.18378 2.53716  -0.25
H 3.83693 -3.00993 0.00057  0.08
H 2.62736 -2.65531 -1.20256  0.08
H 2.23120 -2.58501 0.56005  0.09
H 4.17753 -0.79365 0.55214  0.13
H 1.31841 -0.65452 0.31217  0.11
H 2.89992 1.51871 -1.16537  0.15
H 0.78877 1.48180 -2.74528  0.11
H 2.10311 0.34529 -2.89442  0.11
H 0.89976 -1.49438 -1.89090  0.09
H -0.04059 -0.77352 -3.16299  0.12
H -0.52248 0.14172 -0.32853  0.10
H -1.12024 -1.45244 -0.86328  0.12
H -1.80054 0.86787 -2.48127  0.10
H -2.77213 1.66877 -0.66002  0.11
H -4.05401 0.63249 -1.32082  0.12
H -2.50920 1.59506 1.54446  0.12
H -2.52490 0.42438 3.68013  0.11
H -3.11433 -1.99295 3.75272  0.11
H -3.67678 -3.20633 1.70674  0.12
H -3.30092 -2.95198 -0.75091  0.11
H 0.07004 2.13316 -0.14338  0.11
H 1.09377 3.05543 -1.22251  0.12
H 1.01428 3.20593 1.61802  0.12
H 2.07660 4.05203 0.54153  0.13